No. 1
The following is a DFT calculation (ωB97M-V with the def2-TZVPD basis set) of a structure of composition C33H33F5N5NbO13P at a distorted geometry.

Geometry (Å):
O  0.972  2.543  3.423
P  2.099  2.364  4.465
O  1.926  3.558  5.635
O  3.602  2.583  3.690
C  1.996  0.604  5.070
Nb  1.981  0.269  7.313
C  4.285  0.497  7.513
F  4.861  -0.597  8.242
F  4.958  0.563  6.261
C  4.597  1.860  8.293
F  4.425  2.906  7.391
F  3.764  1.993  9.387
F  5.943  1.944  8.725
H  1.107  3.425  6.149
H  4.294  2.532  4.387
H  1.071  0.127  4.622
H  2.893  0.050  4.619
H  1.658  2.003  7.734
H  0.192  -0.095  7.297
H  2.246  -1.527  7.028
H  1.955  -0.092  9.096
C  -1.431  3.073  -1.299
C  -0.776  2.835  -0.096
C  -1.496  2.785  1.091
C  -2.876  2.971  1.060
C  -3.538  3.218  -0.141
C  -2.809  3.268  -1.322
N  -3.646  2.896  2.303
O  -3.037  2.698  3.337
O  -4.859  3.032  2.230
H  -0.865  3.106  -2.225
H  0.297  2.685  -0.083
H  -0.971  2.598  2.023
H  -4.611  3.368  -0.171
H  -3.315  3.456  -2.263
C  2.817  -0.435  -4.096
C  3.476  -0.680  -2.895
C  2.757  -0.739  -1.706
C  1.378  -0.556  -1.734
C  0.713  -0.303  -2.929
C  1.439  -0.243  -4.113
N  0.611  -0.641  -0.489
O  1.226  -0.843  0.544
O  -0.598  -0.507  -0.560
H  3.379  -0.394  -5.023
H  4.550  -0.827  -2.886
H  3.280  -0.930  -0.776
H  -0.360  -0.155  -2.956
H  0.929  -0.049  -5.049
C  -4.295  4.666  -6.632
C  -2.970  4.704  -7.056
C  -2.129  3.627  -6.807
C  -2.627  2.513  -6.137
C  -3.949  2.470  -5.704
C  -4.783  3.553  -5.954
N  -1.753  1.366  -5.894
O  -0.593  1.442  -6.270
O  -2.231  0.397  -5.333
H  -4.951  5.506  -6.833
H  -2.595  5.574  -7.583
H  -1.099  3.668  -7.142
H  -4.341  1.608  -5.177
H  -5.815  3.529  -5.624
C  -4.355  -5.356  -4.767
C  -3.537  -4.582  -5.585
C  -3.889  -3.270  -5.879
C  -5.061  -2.743  -5.345
C  -5.888  -3.513  -4.532
C  -5.530  -4.825  -4.245
N  -5.422  -1.354  -5.632
O  -4.684  -0.716  -6.361
O  -6.437  -0.912  -5.121
H  -4.074  -6.378  -4.535
H  -2.623  -5.001  -5.990
H  -3.245  -2.677  -6.516
H  -6.803  -3.109  -4.118
H  -6.164  -5.433  -3.611
C  5.213  -3.965  2.249
C  5.883  -4.214  3.442
C  5.175  -4.285  4.636
C  3.795  -4.110  4.622
C  3.118  -3.853  3.434
C  3.834  -3.780  2.244
N  3.041  -4.209  5.873
O  3.668  -4.415  6.898
O  1.833  -4.081  5.816
H  5.768  -3.915  1.317
H  6.958  -4.355  3.441
H  5.707  -4.480  5.560
H  2.044  -3.710  3.418
H  3.316  -3.583  1.312

Its orbital gap is 0.224 Ha. The relative energy (zero: lowest compared OMol25 entry of this formula, charge and spin) is 50.2 kcal/mol. The calculation puts the HOMO energy at -5.7363 eV. As for the LUMO energy: 0.37 eV. Its charge is -1.


No. 2
The following is a DFT calculation (ωB97M-V with the def2-TZVPD basis set) of a structure of composition C33H33MnN7O3S4Se at a distorted geometry.

Geometry (Å):
Mn  1.059  -0.054  0.875
C  0.084  7.592  -0.519
O  0.146  6.162  -0.840
C  0.479  5.357  0.263
C  0.545  5.693  1.599
C  0.630  4.580  2.455
C  0.668  3.241  2.120
C  0.617  2.185  3.097
C  0.072  2.573  4.437
O  1.188  1.062  2.908
C  0.899  2.957  0.687
O  1.050  1.775  0.135
C  0.833  4.073  -0.201
H  0.256  8.186  -1.429
H  0.854  7.827  0.221
H  -0.933  7.916  -0.113
H  0.333  6.692  2.058
H  0.644  4.932  3.503
H  -1.035  2.905  4.412
H  0.761  3.299  4.960
H  0.086  1.712  5.028
H  0.910  3.814  -1.264
S  2.916  -1.417  1.542
C  3.223  -2.285  0.116
N  4.064  -3.249  -0.033
N  4.715  -3.622  1.122
C  5.350  -4.834  1.109
C  5.671  -5.578  2.310
C  6.168  -6.831  2.206
C  6.434  -7.475  1.004
C  6.128  -6.754  -0.191
C  5.503  -5.498  -0.140
N  2.421  -2.100  -1.028
N  1.546  -1.156  -0.969
C  0.673  -1.105  -2.030
C  0.756  -1.918  -3.134
C  -0.231  -1.826  -4.126
C  -1.206  -0.806  -4.130
C  -1.162  0.184  -3.150
C  -0.234  0.014  -2.066
H  4.507  -3.228  2.045
H  5.706  -5.051  3.259
H  6.274  -7.424  3.126
H  7.037  -8.418  0.975
H  6.295  -7.172  -1.142
H  5.170  -4.961  -1.025
H  1.466  -2.767  -3.059
H  -0.130  -2.413  -4.996
H  -2.053  -0.781  -4.815
H  -1.765  1.102  -3.173
H  -0.204  0.736  -1.256
S  -2.069  -1.365  2.436
C  -1.536  -2.751  3.416
N  -0.495  -3.501  3.174
C  0.150  -3.970  4.388
C  -0.966  -4.007  5.496
S  -2.195  -2.855  4.919
H  -0.162  -3.533  2.205
H  1.030  -3.353  4.533
H  0.444  -5.030  4.245
H  -0.594  -3.646  6.431
H  -1.338  -5.061  5.512
C  -4.090  4.341  -1.603
N  -4.270  2.951  -1.973
C  -4.091  1.821  -1.175
Se  -3.604  1.811  0.598
N  -4.299  0.690  -1.910
C  -4.520  1.049  -3.227
C  -4.827  0.319  -4.393
C  -5.189  1.073  -5.502
C  -5.192  2.475  -5.611
C  -4.776  3.194  -4.472
C  -4.511  2.501  -3.303
H  -4.002  4.308  -0.506
H  -4.967  4.833  -1.859
H  -3.157  4.754  -2.093
H  -4.429  -0.291  -1.521
H  -4.606  -0.729  -4.426
H  -5.543  0.530  -6.334
H  -5.630  2.996  -6.460
H  -4.692  4.298  -4.494
S  -1.060  -1.697  0.763

As for the multiplicity: 6. Its orbital gap (alpha / beta) is 0.093 / 0.109 Ha. The relative energy (zero: lowest compared OMol25 entry of this formula, charge and spin) is 39.5 kcal/mol. The calculation puts the HOMO energy (alpha / beta) at 0.8881 / 0.4853 eV. As for the LUMO energy (alpha / beta): 3.41 / 3.44 eV. Its charge is -2.


Taking the records one at a time from the top gives E values of -93234.2300, -191333.1009 eV.
Taking the records one at a time from the top gives molecular weight values of 926.52, 837.84 u.